(1)
Computed, not measured: a cluster of 2 separate species, C35H39N2O3 in total, with ωB97M-V/def2-TZVPD.

```
! wB97M-V def2-TZVPD RIJCOSX def2/J DEFGRID3
* xyz 1 1
C -0.604 -5.924 2.038
N -0.673 -4.492 2.144
C 0.014 -3.529 1.313
C 0.000 -3.797 -0.232
C -1.433 -4.063 -0.678
C 0.983 -4.910 -0.587
C 0.497 -2.511 -0.864
N -0.632 -2.283 1.705
C -1.324 -2.435 2.978
C -2.714 -1.800 3.056
C -2.712 -0.300 3.131
C -2.452 0.310 4.363
C -2.552 1.694 4.481
C -2.861 2.456 3.356
C -3.011 1.857 2.107
C -2.977 0.467 1.995
C -1.497 -3.939 3.085
O -2.306 -4.533 3.796
H -1.140 -6.388 2.877
H -1.101 -6.265 1.119
H 0.440 -6.259 2.046
H 1.082 -3.478 1.622
H -2.087 -3.246 -0.347
H -1.495 -4.111 -1.772
H -1.841 -5.005 -0.294
H 1.927 -4.751 -0.047
H 0.619 -5.921 -0.369
H 1.210 -4.871 -1.661
H 1.540 -2.305 -0.594
H 0.455 -2.546 -1.961
H -0.114 -1.662 -0.545
H -0.059 -1.436 1.653
H -0.697 -2.063 3.814
H -3.292 -2.169 2.193
H -3.163 -2.194 3.982
H -2.185 -0.317 5.219
H -2.396 2.157 5.454
H -2.990 3.530 3.454
H -3.166 2.468 1.218
H -3.164 -0.036 1.040
C -0.202 4.891 4.331
O -0.153 3.445 4.299
C 0.291 2.775 3.206
C 0.597 1.409 3.405
C 1.013 0.641 2.352
C 1.033 1.171 1.016
C 1.440 0.311 -0.029
C 1.382 0.629 -1.431
C 2.344 0.107 -2.341
C 2.198 0.251 -3.703
C 1.205 1.110 -4.194
O 1.074 1.272 -5.570
C 1.586 2.450 -6.123
C 2.439 2.281 -7.215
C 3.087 3.391 -7.752
C 2.828 4.668 -7.249
C 1.909 4.835 -6.207
C 1.294 3.721 -5.617
C 0.262 1.682 -3.340
C 0.309 1.382 -1.986
C 0.672 2.538 0.846
C 0.320 3.335 1.913
H -0.525 5.090 5.352
H 0.784 5.349 4.156
H -0.941 5.273 3.611
H 0.462 1.010 4.416
H 1.364 -0.377 2.542
H 2.069 -0.538 0.284
H 3.227 -0.397 -1.943
H 2.835 -0.278 -4.406
H 2.589 1.272 -7.593
H 3.788 3.245 -8.572
H 3.329 5.542 -7.675
H 1.666 5.832 -5.830
H 0.581 3.828 -4.792
H -0.520 2.322 -3.744
H -0.485 1.751 -1.333
H 0.698 3.005 -0.138
H 0.019 4.375 1.769
*
```

Results
M in g/mol: 535.7
Energy relative to the best compared isomer or geometry (same formula, charge and spin) in kJ/mol: 0.0

Löwdin population analysis, charges in e, atoms 1 to 5:
1 C -0.02
2 N -0.03
3 C -0.26
4 C -0.54
5 C -0.03

(2)
Computed, not measured: a cluster of 2 separate species, C6H10NO3 in total, with ωB97M-V/def2-TZVPD.

```
! wB97M-V def2-TZVPD RIJCOSX def2/J DEFGRID3
* xyz 1 1
C -2.335 -1.104 -0.075
C -2.297 0.228 0.105
C -0.993 0.902 0.276
C -3.524 1.098 0.297
C 4.349 0.301 -0.103
C 3.369 -0.730 -0.190
N 1.432 0.399 0.050
O -0.563 1.984 0.414
O -3.506 -1.737 -0.144
O 0.332 -0.069 -0.242
H -1.524 -1.839 0.014
H -3.370 1.687 1.173
H -3.596 1.779 -0.505
H -4.524 0.584 0.468
H 4.550 0.809 0.842
H 5.251 -0.268 -0.379
H 4.174 1.176 -0.847
H 3.305 -1.417 0.646
H 2.995 -1.265 -1.028
H -3.525 -2.518 -0.773
*
```

Results
M in g/mol: 144.2
Energy relative to the best compared isomer or geometry (same formula, charge and spin) in kJ/mol: 526.4

Löwdin population analysis, charges in e, atoms 1 to 5:
1 C -0.11
2 C -0.17
3 C -0.19
4 C 0.00
5 C -0.13

(3)
Computed, not measured: a cluster of 23 separate species, C30H15B2Cl89F3O4 in total, with ωB97M-V/def2-TZVPD.

```
! wB97M-V def2-TZVPD RIJCOSX def2/J DEFGRID3
* xyz -1 1
C 5.183 -0.051 -4.015
C 3.588 -0.440 -3.895
C 3.525 -2.107 -4.003
C 2.674 0.301 -5.047
B 1.039 0.052 -4.820
B 0.403 0.936 -6.059
O 0.085 2.377 -6.012
O 0.130 0.218 -7.341
O 0.669 0.355 -3.422
C -0.460 -0.477 -2.888
C -1.664 0.634 -2.817
C -0.450 -1.618 -4.065
Cl 0.301 -3.135 -3.246
C -1.857 -2.216 -4.656
F -2.987 -2.228 -3.698
F -1.583 -3.665 -4.986
F -2.165 -1.504 -5.944
O 0.520 -1.318 -5.131
H 5.400 1.089 -4.169
H 5.711 -0.444 -3.033
H 5.646 -0.683 -4.902
H 3.172 -0.094 -2.831
H 2.861 -2.462 -4.928
H 3.154 -2.609 -2.999
H 4.607 -2.562 -4.222
H 2.856 1.460 -5.139
H 2.899 -0.142 -6.132
H -0.505 2.500 -5.200
H 0.870 -0.423 -7.557
H -0.158 -1.012 -1.869
H -2.702 0.273 -3.219
H -1.835 0.940 -1.677
H -1.389 1.642 -3.370
C -3.787 -0.021 0.934
Cl -5.421 -0.495 1.463
Cl -2.627 -0.312 2.255
Cl -3.320 -0.987 -0.489
Cl -3.779 1.708 0.507
C -8.321 1.555 3.442
Cl -7.330 2.217 2.117
Cl -8.559 -0.192 3.189
Cl -7.490 1.823 4.995
Cl -9.903 2.373 3.466
C -13.103 -0.472 2.908
Cl -12.113 0.190 1.583
Cl -13.341 -2.219 2.655
Cl -12.273 -0.204 4.461
Cl -14.686 0.346 2.932
C -0.786 1.127 6.031
Cl -2.191 1.313 7.111
Cl 0.669 0.788 7.003
Cl -1.077 -0.224 4.907
Cl -0.545 2.629 5.105
C 2.514 3.555 -2.289
Cl 2.916 4.796 -1.077
Cl 3.403 3.887 -3.797
Cl 2.974 1.949 -1.670
Cl 0.762 3.587 -2.613
C -14.286 2.603 -0.629
Cl -13.296 3.265 -1.954
Cl -14.524 0.856 -0.882
Cl -13.455 2.871 0.924
Cl -15.869 3.421 -0.605
C -3.469 -3.065 7.083
Cl -2.221 -4.018 6.241
Cl -5.063 -3.410 6.366
Cl -3.487 -3.505 8.810
Cl -3.105 -1.329 6.916
C 6.731 3.958 0.589
Cl 5.918 5.015 1.771
Cl 7.818 2.836 1.446
Cl 5.510 3.028 -0.315
Cl 7.679 4.954 -0.544
C -16.369 -3.612 0.355
Cl -15.121 -4.564 -0.487
Cl -17.963 -3.956 -0.362
Cl -16.387 -4.051 2.082
Cl -16.005 -1.876 0.188
C -2.263 6.667 -3.739
Cl -1.387 7.261 -5.172
Cl -2.155 4.890 -3.672
Cl -1.537 7.363 -2.269
Cl -3.974 7.154 -3.845
C 3.137 1.028 -9.356
Cl 4.127 1.691 -10.681
Cl 2.899 -0.719 -9.609
Cl 3.967 1.296 -7.803
Cl 1.554 1.846 -9.332
C 9.437 6.722 -3.874
Cl 7.956 5.735 -3.965
Cl 9.269 8.143 -4.936
Cl 9.689 7.261 -2.195
Cl 10.833 5.748 -4.402
C -0.463 -7.385 7.951
Cl -0.097 -7.096 6.232
Cl -1.298 -8.949 8.126
Cl 1.054 -7.414 8.885
Cl -1.512 -6.080 8.563
C -6.163 -6.975 8.365
Cl -4.441 -7.415 8.481
Cl -6.517 -5.653 9.506
Cl -6.529 -6.440 6.705
Cl -7.167 -8.391 8.767
C 9.737 10.280 0.635
Cl 10.139 11.521 1.847
Cl 10.626 10.612 -0.873
Cl 10.197 8.674 1.254
Cl 7.985 10.312 0.311
C 10.637 3.310 4.648
Cl 9.302 4.212 3.887
Cl 12.028 4.398 4.887
Cl 10.102 2.676 6.225
Cl 11.116 1.956 3.595
C 3.137 -4.601 -0.157
Cl 4.396 -3.841 -1.161
Cl 3.876 -5.845 0.882
Cl 2.360 -3.362 0.861
Cl 1.914 -5.357 -1.209
C 8.237 -4.995 -1.822
Cl 9.345 -5.842 -2.931
Cl 7.321 -3.761 -2.725
Cl 7.104 -6.168 -1.104
Cl 9.177 -4.209 -0.529
C 16.037 5.519 5.851
Cl 16.913 6.114 4.418
Cl 16.145 3.742 5.919
Cl 16.763 6.215 7.322
Cl 14.326 6.007 5.746
C 16.937 0.886 8.453
Cl 16.365 0.423 6.830
Cl 17.439 -0.573 9.344
Cl 18.323 1.995 8.300
Cl 15.621 1.698 9.337
C -21.463 -6.623 -0.252
Cl -23.173 -7.122 -0.195
Cl -21.330 -5.055 -1.088
Cl -20.835 -6.467 1.408
Cl -20.516 -7.848 -1.133
C -3.573 -6.178 -6.468
Cl -4.386 -5.121 -5.286
Cl -2.486 -7.301 -5.611
Cl -4.794 -7.108 -7.372
Cl -2.625 -5.183 -7.601
*
```

Results
M in g/mol: 3673.4
E_tot in eV: -1163537.0104

Löwdin population analysis, charges in e, atoms 1 to 5:
1 C -0.13
2 C -0.36
3 C -0.12
4 C -0.11
5 B -0.85

Question: Number 2 is which compound?
Answer: C6H10NO3

Question: M of number 1 (C35H39N2O3)?
Answer: 535.7 g/mol

Question: The lowest M belongs to which entry?
Answer: C6H10NO3